The following is a DFT calculation (ωB97M-V/def2-TZVPD) of a single C2H6N2OS molecule.

XYZ file:
```
12
Properties=species:S:1:pos:R:3:forces:R:3:mulliken_charge:R:1
H 0.386 1.789 -0.466 -2.8489 -0.8656 1.5605 0.259
N -0.564 1.328 -0.088 2.2801 7.7080 -1.7441 -0.698
C -0.408 0.135 -0.012 2.1368 -1.0030 -0.6282 0.514
N -1.454 -0.655 -0.032 -2.9438 -3.6344 2.3270 -0.216
O -2.749 -0.022 0.083 1.1339 0.6943 0.1613 -0.441
S 1.102 -0.670 -0.139 2.1647 -1.6569 0.1590 -0.117
C 2.596 0.420 0.223 1.4712 -1.6879 -1.6391 -0.837
H -1.320 -1.389 0.732 -1.0199 1.0625 -1.3518 0.272
H -2.594 0.978 0.181 0.4764 -1.8150 -0.2066 0.369
H 2.985 0.871 -0.818 -1.0656 -0.5814 2.6356 0.298
H 2.537 1.129 1.099 -0.0026 -0.8893 -1.1462 0.337
H 3.359 -0.522 0.413 -1.7823 2.6685 -0.1274 0.260
```
Forces are in eV/Å.

Properties
E_HOMO = -9.4 eV
net charge = 0
maximum force = 8.23 eV/A
ΔE to the lowest compared entry with this formula, charge and spin = 93.5 kcal per mole
LUMO = 0.53 eV
SMILES string = [H]/N=C(/NO)SC


The following is a DFT calculation (ωB97M-V/def2-TZVPD) of 2 unconnected molecules or ions with the total composition C3H4O2P.

XYZ file:
```
10
Properties=species:S:1:pos:R:3:forces:R:3:mulliken_charge:R:1
C 2.279 -2.450 0.309 2.2941 -1.8426 -0.9890 -0.185
C 1.366 -1.671 0.261 -0.1404 0.2551 0.2507 -0.159
C -0.414 1.650 -0.081 -0.8498 -0.4954 -0.6223 -1.134
O -2.266 -0.155 1.132 -0.4898 0.8186 1.3426 -0.640
O -2.028 -0.408 -1.375 -0.1394 0.7058 -1.4735 -0.642
P -1.422 0.009 -0.081 1.3827 -1.1417 0.2833 0.453
H 3.142 -3.143 0.037 -1.8339 1.4393 0.7904 0.274
H -0.717 2.306 0.665 -1.0166 0.8823 2.0315 0.387
H 0.639 1.600 0.067 0.9677 -0.8300 -0.0818 0.290
H -0.578 2.262 -0.931 -0.1746 0.2086 -1.5320 0.357
```
Forces are in eV/Å.

Properties
multiplicity = 3
E_HOMO (spin up / spin down) = -1.4 / -4.8 eV
net charge = -1
maximum force = 3.10 eV/A
ΔE to the lowest compared entry with this formula, charge and spin = 10.0 kcal per mole
LUMO (spin up / spin down) = 3.68 / 0.49 eV
⟨S²⟩ = 2.027


The following is a DFT calculation (ωB97M-V/def2-TZVPD) of a molecular structure, C58H54BrGeN10O4P2SSe3Y.

XYZ file:
```
135
Properties=species:S:1:pos:R:3:forces:R:3:mulliken_charge:R:1
Y 0.914 1.845 0.422 -0.7619 -0.4001 0.8561 1.136
S 0.262 2.924 3.075 -0.0014 -0.2495 -0.2811 -0.735
C 1.490 2.000 3.865 -0.6277 1.0326 0.0926 -0.210
N 2.046 2.343 4.991 0.2570 -0.5348 -0.0899 -0.523
N 1.659 3.519 5.470 -0.1900 0.4718 0.0350 0.503
C 2.058 3.962 6.706 0.2098 -0.1444 0.1603 0.470
C 1.625 5.209 7.173 -0.0422 -0.0462 -0.0934 -0.427
C 1.996 5.648 8.430 0.0033 0.0108 0.0401 -0.457
C 2.802 4.868 9.248 0.0342 -0.0152 0.0706 -0.519
C 3.250 3.638 8.778 -0.0377 0.1341 0.0649 -0.470
C 2.892 3.183 7.523 -0.0685 -0.0137 -0.1175 -0.448
N 1.886 0.735 3.497 0.3048 -1.1375 -0.0001 -0.673
N 1.439 0.203 2.457 0.1805 0.7881 0.5920 1.465
C 1.805 -1.172 2.457 0.0300 -0.8541 0.0612 -0.381
C 3.023 -1.617 2.966 0.0260 0.2032 -0.1825 -0.358
C 3.246 -2.972 3.136 0.0024 -0.0050 0.0423 -0.878
C 2.254 -3.892 2.819 0.0230 -0.0660 -0.0247 -0.654
C 1.052 -3.449 2.289 -0.0211 -0.0934 -0.0049 -1.060
C 0.828 -2.096 2.099 -0.0171 0.3550 -0.0280 0.858
H 1.016 4.056 4.888 0.0023 0.0425 0.0408 -0.069
H 0.998 5.821 6.535 -0.0072 0.0092 0.0154 0.371
H 1.653 6.613 8.783 -0.0282 0.0091 -0.0406 0.330
H 3.078 5.212 10.237 0.0187 0.0102 -0.0125 0.348
H 3.888 3.029 9.408 0.0084 -0.0463 -0.0439 0.334
H 3.234 2.232 7.142 0.0039 -0.0196 0.0253 0.392
H 3.777 -0.887 3.227 -0.0058 0.0003 0.0135 0.583
H 4.190 -3.308 3.550 0.0031 -0.0072 -0.0493 0.390
H 2.413 -4.949 2.995 0.0340 -0.0376 -0.0478 0.419
H 0.264 -4.153 2.048 0.0038 -0.0158 -0.0096 0.460
H -0.125 -1.731 1.734 -0.0107 -0.0322 -0.0802 0.277
Se 4.105 -2.843 -3.826 0.1302 0.2214 0.0054 -0.356
P 2.250 -3.238 -2.915 -0.1384 -0.2251 -0.3110 -0.223
C 2.522 -4.765 -1.954 0.0193 0.0588 -0.0677 0.683
C 3.230 -4.595 -0.764 -0.1200 -0.0068 -0.0172 -0.665
C 3.732 -5.698 -0.094 -0.0654 0.0132 0.0686 -0.670
C 3.507 -6.977 -0.584 0.0102 -0.0175 0.0450 -0.585
C 2.805 -7.147 -1.766 0.0101 -0.0950 -0.0996 -0.766
C 2.337 -6.045 -2.466 -0.0568 0.0893 -0.0038 -0.093
C 1.013 -3.470 -4.240 0.1414 -0.1050 0.0313 0.960
C 1.068 -2.503 -5.247 0.1151 -0.0473 -0.1199 -0.331
C 0.245 -2.596 -6.356 0.1056 -0.1199 -0.0406 -1.125
C -0.637 -3.663 -6.476 0.1312 -0.0687 -0.0538 -0.509
C -0.706 -4.617 -5.473 -0.0313 -0.0747 -0.0918 -1.375
C 0.111 -4.521 -4.354 0.0650 0.0166 0.0835 0.589
C 1.582 -1.983 -1.811 0.1943 0.0374 0.4007 0.641
C 0.351 -1.452 -1.370 0.0044 0.0852 0.0100 -1.106
N 0.674 -0.463 -0.516 0.0339 -0.1159 0.0073 2.460
N 1.988 -0.404 -0.411 -0.2159 -0.1648 -0.1170 0.259
N 2.557 -1.305 -1.164 0.1461 0.1352 -0.1022 -1.304
P -1.407 -1.848 -1.442 -0.2977 -0.2150 -0.2927 0.826
Se -2.463 -1.347 0.304 0.0439 -0.0309 0.0181 -0.213
C -2.215 -1.176 -2.931 0.1447 -0.0627 0.0120 1.260
C -3.265 -0.275 -2.802 -0.0353 -0.0003 0.0103 -1.149
C -3.961 0.137 -3.927 -0.0434 -0.0050 -0.0070 -0.553
C -3.608 -0.343 -5.180 -0.0660 -0.0358 0.0302 -1.188
C -2.551 -1.231 -5.312 -0.0851 0.0830 -0.0577 -0.682
C -1.853 -1.646 -4.190 -0.0740 0.0624 0.0766 1.107
C -1.466 -3.655 -1.697 0.0537 0.0446 0.2711 0.207
C -2.505 -4.271 -2.390 -0.0125 0.0383 -0.0107 -0.604
C -2.624 -5.651 -2.376 -0.0659 -0.0372 -0.0383 -0.740
C -1.726 -6.430 -1.656 0.0833 0.0038 0.0027 -0.936
C -0.696 -5.820 -0.955 -0.0134 -0.0219 0.0146 -0.327
C -0.571 -4.439 -0.974 -0.0143 0.0362 -0.0206 -0.387
H 3.421 -3.594 -0.395 -0.0026 0.0222 0.0473 0.515
H 4.313 -5.553 0.806 -0.0242 0.0149 0.0858 0.468
H 3.893 -7.840 -0.053 0.0065 0.0060 -0.0028 0.384
H 2.643 -8.141 -2.166 0.0021 0.0047 0.0066 0.399
H 1.845 -6.189 -3.418 0.0606 -0.0199 0.0183 0.471
H 1.769 -1.683 -5.154 0.0007 0.0036 -0.0152 0.392
H 0.290 -1.834 -7.123 0.0042 0.0156 0.0154 0.339
H -1.276 -3.743 -7.347 -0.0114 -0.0167 0.0086 0.411
H -1.402 -5.443 -5.554 -0.0164 0.0139 0.0222 0.433
H 0.022 -5.259 -3.568 -0.0408 0.0290 -0.0156 0.270
H -3.533 0.082 -1.815 0.0032 0.0109 -0.0030 0.145
H -4.776 0.842 -3.826 0.0107 0.0158 0.0105 0.345
H -4.161 -0.023 -6.055 0.0270 0.0247 -0.0126 0.302
H -2.269 -1.604 -6.289 -0.0422 0.0594 0.0623 0.221
H -1.040 -2.352 -4.284 -0.2568 0.1611 0.0777 -0.649
H -3.221 -3.673 -2.939 0.0050 0.0125 0.0015 0.409
H -3.426 -6.128 -2.927 -0.0177 0.0238 0.0038 0.451
H -1.830 -7.508 -1.643 0.0043 0.0001 -0.0070 0.389
H 0.017 -6.411 -0.393 0.0055 -0.0045 -0.0153 0.526
H 0.227 -3.963 -0.418 -0.0044 -0.0164 0.0400 0.387
C -5.288 2.189 -0.006 -0.0382 -0.0344 0.0656 -1.026
C -5.780 1.343 0.975 0.0009 -0.0104 -0.0446 -0.461
C -4.971 1.032 2.053 0.0843 0.0133 -0.0723 -0.618
C -3.685 1.570 2.106 -0.2664 0.0070 -0.0842 -0.311
N -3.224 2.412 1.184 0.0386 -0.0430 0.3047 0.384
C -4.015 2.711 0.159 0.0158 0.0055 -0.1027 -0.204
C -2.811 1.212 3.264 -0.0053 0.0197 0.1929 -0.013
C -2.953 1.885 4.472 0.0177 0.0282 -0.0331 -0.371
C -2.152 1.516 5.538 -0.0156 -0.0281 -0.0142 -0.653
C -1.262 0.470 5.369 -0.0081 0.0155 -0.0163 -0.771
C -1.228 -0.170 4.138 -0.0452 0.0738 0.1626 -0.411
N -1.974 0.192 3.101 -0.1175 -0.0109 0.0835 0.395
H -5.878 2.444 -0.877 0.0082 0.0427 0.0034 0.462
H -6.778 0.928 0.897 0.0109 -0.0254 -0.0007 0.396
H -5.310 0.372 2.841 0.0181 -0.0321 -0.0107 0.465
H -3.607 3.403 -0.570 0.0338 -0.0532 -0.0195 0.432
H -3.667 2.694 4.563 0.0202 0.0204 -0.0420 0.461
H -2.223 2.040 6.483 0.0450 0.0075 -0.0013 0.427
H -0.596 0.159 6.163 -0.0093 -0.0198 0.0011 0.423
H -0.574 -1.019 3.981 0.0575 0.0108 -0.0063 0.599
Br -1.291 8.847 -0.201 0.0611 -0.1226 0.0155 -0.232
C -0.618 7.078 0.071 -0.0294 0.1243 -0.0195 0.046
C 0.645 6.747 -0.359 -0.0434 0.0140 0.0728 -0.841
C 1.085 5.443 -0.130 0.0458 0.1306 0.0553 -0.719
N 0.325 4.520 0.452 0.0588 -0.1895 -0.2761 0.583
C -0.897 4.867 0.856 -0.0588 0.0772 0.0170 0.568
C -1.416 6.142 0.705 0.0083 -0.0420 -0.0030 -0.959
H 1.284 7.456 -0.865 0.0168 0.0048 0.0240 0.517
H 2.094 5.152 -0.415 -0.0176 -0.0380 -0.0469 0.682
H -1.493 4.090 1.322 -0.0270 -0.0312 -0.0445 -0.153
H -2.403 6.386 1.069 -0.0149 -0.0153 -0.0303 0.524
C 0.913 4.307 -3.195 0.1143 -0.2810 0.1727 -1.366
Ge 0.076 2.529 -2.907 -0.9755 0.1298 -0.8297 1.069
C -1.395 2.710 -4.304 0.0764 -0.0655 0.2035 -1.343
C 1.099 1.042 -3.730 0.0787 0.1328 0.3107 -0.957
C -0.800 2.166 -1.179 0.0597 0.2218 -0.7892 0.692
H 0.980 4.488 -4.270 -0.0094 -0.0616 -0.0223 0.491
H 1.909 4.365 -2.758 -0.0011 0.0381 0.0233 0.341
H 0.285 5.090 -2.764 -0.0469 -0.0215 0.0026 0.269
H -0.997 3.001 -5.282 0.0736 0.0117 0.0160 0.459
H -2.130 3.463 -4.001 0.0214 0.0302 0.0259 0.345
H -1.928 1.765 -4.428 0.0299 -0.0219 0.0071 0.054
H 1.424 1.315 -4.737 -0.0674 0.0792 -0.0256 0.660
H 0.456 0.160 -3.805 -0.0508 0.0420 -0.0190 -0.199
H 1.980 0.797 -3.140 0.0125 -0.0574 -0.0065 0.345
H -1.388 1.252 -1.331 -0.0162 -0.0227 0.0072 -0.719
H -1.522 2.976 -1.036 0.0487 0.0963 -0.0538 -0.070
O 2.294 2.306 -1.297 -0.3389 0.0187 0.2641 -0.620
Se 3.554 2.787 -0.321 2.0316 0.8605 -0.3341 0.953
O 4.852 1.870 -0.476 0.2680 -0.5854 -0.0230 -0.786
O 2.863 2.642 1.185 -0.0953 -0.0485 0.0231 -0.553
O 3.897 4.337 -0.632 -0.1941 0.4201 -0.0516 -0.872
```
Forces are in eV/Å.

Properties
E_HOMO = -2.7 eV
net charge = -2
maximum force = 2.23 eV/A
ΔE to the lowest compared entry with this formula, charge and spin = 0.0 kcal per mole
LUMO = 3.54 eV


The following is a DFT calculation (ωB97M-V/def2-TZVPD) of 2 unconnected molecules or ions with the total composition C2H7N3O3P.

XYZ file:
```
16
Properties=species:S:1:pos:R:3:forces:R:3:mulliken_charge:R:1
C 1.001 -1.622 0.063 -2.6654 0.6131 1.9703 0.389
C 0.353 0.677 0.177 1.4568 -0.7252 -1.2047 -0.249
N -0.245 -2.265 0.034 -0.3822 -1.6039 -0.4720 -0.374
N 2.130 -2.138 0.008 2.0638 -3.3485 -0.3308 -0.634
N 0.923 -0.345 0.700 -1.1066 0.3973 -1.4147 -0.393
O -4.115 1.502 -0.835 1.7794 1.3444 0.8009 -0.536
O -2.046 0.454 0.214 0.8368 -2.8159 2.2937 -0.604
O -2.249 3.006 0.085 0.1849 0.7744 -0.2563 -0.697
P -2.439 1.657 -0.481 -2.2357 -0.2827 -2.3253 0.657
H 0.070 0.831 -0.929 0.4173 -0.5111 1.7724 0.259
H 0.414 1.538 0.816 -0.5943 0.6042 -0.0510 0.318
H -1.087 -1.783 -0.102 -0.8011 2.0529 0.2695 0.206
H -0.543 -3.235 -0.189 1.9692 0.7350 0.1216 0.203
H 2.036 -3.204 -0.013 0.2153 1.8323 -0.6041 0.209
H -1.917 1.304 -1.766 -0.1054 1.1940 -0.1585 -0.028
H -4.271 2.337 -0.349 -1.0328 -0.2605 -0.4111 0.273
```
Forces are in eV/Å.

Properties
E_HOMO = -5.8 eV
net charge = -1
maximum force = 3.95 eV/A
ΔE to the lowest compared entry with this formula, charge and spin = 46.7 kcal per mole
LUMO = 3.80 eV


> The lowest maximum force belongs to which entry?

C58H54BrGeN10O4P2SSe3Y